# C3H20ClO11

A cluster of 8 separate species, C3H20ClO11 in total in a non-equilibrium geometry (the ωB97M-V functional and the def2-TZVPD basis, the OMol25 dataset).

Properties
HOMO level = -7.216 eV
Lowest unoccupied orbital energy = 2.927 eV
Total charge = -1
Maximum force = 0.0695 hartree/bohr
E_tot = -38474.374 eV

```
35
Properties=species:S:1:pos:R:3:forces:R:3
Cl 6.56278 9.18627 -33.07728 -2.1 2.7 1.0
O 5.44667 8.88294 -33.91802 -1.0 -0.6 -1.0
O 6.68337 8.19990 -32.08418 0.5 -1.6 1.3
O 7.72386 9.32829 -33.84683 1.7 0.1 -0.8
O 6.21493 10.47039 -32.41434 0.7 -0.6 -0.4
O 7.54629 5.58373 -30.45987 0.4 0.0 0.6
H 7.39234 6.50905 -30.65047 -0.1 0.3 -0.1
H 7.34528 5.13308 -31.28008 -0.4 -0.3 -0.4
O 9.07719 12.26045 -33.41061 0.3 0.4 -0.1
H 9.78414 11.86065 -32.90403 0.1 -0.2 0.1
H 8.27658 11.88972 -33.03938 -0.5 -0.3 0.1
O 2.66101 9.17823 -32.19594 -0.6 -0.3 -0.3
H 2.59643 9.34806 -33.13573 0.1 0.0 -0.3
H 3.56620 9.39662 -31.97423 0.3 0.2 0.3
O 3.93866 10.69033 -30.26519 -0.1 0.0 0.5
H 3.63608 11.48468 -30.70530 -0.1 0.1 -0.2
H 4.84983 10.59463 -30.54239 0.5 0.0 -0.2
C 3.01897 5.65257 -33.66448 -0.2 1.3 -0.3
O 3.99042 6.07326 -32.77573 1.3 -0.7 1.1
H 3.39735 5.54908 -34.68144 0.1 -0.4 -0.2
H 2.60290 4.72123 -33.28032 -0.2 0.1 -0.2
H 2.30492 6.47501 -33.70723 -0.9 -0.4 -0.2
H 4.34129 6.94654 -32.96511 -0.1 0.2 -0.3
C 7.60620 5.14312 -33.80604 -1.0 0.5 -0.6
O 6.84088 4.35671 -32.92917 0.6 -1.1 1.6
H 7.51221 6.16400 -33.43583 0.0 0.2 -0.5
H 8.67451 4.92809 -33.82984 -0.1 -0.6 0.2
H 7.16878 5.01199 -34.79577 0.4 0.5 -0.3
H 6.06915 3.88538 -33.25148 0.3 0.5 -0.5
C 5.12332 11.93885 -35.84158 0.5 -0.7 -1.4
O 4.50715 11.99809 -34.60879 -0.8 0.7 0.6
H 4.99950 12.82329 -36.46650 0.0 0.6 0.7
H 6.18548 11.71128 -35.75132 0.2 0.1 -0.1
H 4.67983 11.18524 -36.49235 -0.1 -0.6 0.0
H 4.67185 11.17074 -34.15057 0.2 -0.2 0.2
```
Positions in Å, forces in eV/Å.

Per-atom natural (NBO) charges, elementary charge units: Cl 2.5841; O -0.9157; O -0.8744; O -0.8407; O -0.9383; O -0.9759; H 0.4783; H 0.4859; O -0.9513; H 0.4605; H 0.4897; O -0.9493; H 0.4573; H 0.4873; O -0.9523; H 0.4678; H 0.4876; C -0.2359; O -0.7376; H 0.1417; H 0.1678; H 0.1662; H 0.4954; C -0.2470; O -0.7648; H 0.1985; H 0.1651; H 0.1641; H 0.4912; C -0.2391; O -0.7344; H 0.1608; H 0.1711; H 0.1441; H 0.4924